{"formula": "C12H24BClNO5S", "method": "ωB97M-V/def2-TZVPD", "elements": ["C", "C", "C", "C", "C", "N", "S", "C", "C", "C", "Cl", "B", "O", "O", "H", "H", "H", "H", "H", "H", "H", "H", "H", "H", "H", "H", "H", "H", "H", "H", "C", "C", "O", "C", "O", "O", "C", "H", "H", "H", "H", "H", "H", "H", "H"], "coordinates": [[6.76341, -2.04955, 1.12278], [5.76557, -1.48788, 1.53499], [4.51580, -0.89372, 2.26963], [3.24252, -0.92354, 1.27070], [1.98576, -1.25671, 2.17143], [0.64629, -0.88735, 1.56772], [0.48738, -1.30735, -0.12294], [-0.42745, -1.46835, 2.48028], [-0.86143, -2.95922, 2.13907], [-2.24225, -2.89093, 1.31083], [-1.32038, -3.75456, 3.74283], [0.44921, 0.65655, 1.63810], [1.11302, 1.46731, 2.57889], [-0.42740, 1.20209, 0.63466], [7.77855, -2.50879, 1.00500], [4.78528, 0.17898, 2.53051], [4.28227, -1.47046, 3.22282], [3.42486, -1.71751, 0.49628], [3.22241, 0.09100, 0.77914], [2.07643, -0.85841, 3.23329], [1.97279, -2.39194, 2.29454], [0.45202, -2.67329, -0.31302], [-1.33340, -0.78075, 2.41748], [-0.05391, -1.45501, 3.54663], [-0.07406, -3.57177, 1.62221], [-3.13710, -2.84783, 1.99393], [-2.35292, -3.77210, 0.61624], [-2.24594, -1.96043, 0.66412], [0.68562, 1.29529, 3.44600], [-1.24756, 1.43314, 1.12141], [-0.91469, 3.36922, -1.99125], [-1.10280, 1.98383, -2.57929], [-2.48170, 1.73707, -2.87743], [-2.93793, 2.29902, -4.00906], [-2.29240, 2.96461, -4.77778], [-4.23958, 2.00882, -4.12198], [-4.87594, 2.62440, -5.24378], [-1.57378, 3.51524, -1.13146], [0.11899, 3.52080, -1.67566], [-1.16806, 4.14271, -2.71866], [-0.80230, 1.23878, -1.84735], [-0.48151, 1.83328, -3.46554], [-4.33962, 2.41273, -6.16933], [-4.95332, 3.70097, -5.08271], [-5.88075, 2.21161, -5.32429]], "atomic_forces_ev_per_a": [[0.238, 0.272, 0.901], [-0.573, -0.214, 1.094], [0.961, -0.257, -1.384], [0.702, 0.307, 1.109], [1.678, -1.612, 0.093], [0.723, -0.715, 1.508], [-0.338, 0.121, -2.168], [-1.111, -0.416, 1.066], [-1.996, 0.695, -0.110], [0.520, 0.055, -0.576], [0.819, 0.421, -0.995], [-0.674, 2.941, -1.318], [-1.971, -2.165, -0.699], [1.092, -1.542, 2.835], [-1.757, 0.721, -0.232], [-0.538, -1.359, -0.153], [0.599, 0.606, -1.252], [-0.413, 0.894, 0.780], [-0.360, -1.079, 0.375], [-0.307, -0.055, -1.573], [-0.083, 1.402, -0.149], [0.290, 0.565, 1.233], [0.967, -1.044, 0.032], [-0.168, 0.191, -1.274], [-0.718, 0.652, 0.789], [1.129, -0.067, -0.602], [0.115, 0.832, 0.882], [0.020, -1.084, 0.670], [0.791, 0.416, -0.116], [0.356, 0.524, -0.736], [-0.164, 0.217, -0.118], [0.439, 0.346, 0.023], [-0.104, -0.205, -0.151], [-0.147, 0.171, -0.016], [-0.102, -0.245, 0.222], [0.388, -0.074, 0.120], [-0.327, 0.157, -0.368], [0.100, -0.104, 0.029], [-0.031, -0.045, -0.001], [0.100, -0.110, -0.017], [-0.286, -0.182, 0.018], [-0.208, 0.129, -0.061], [0.071, 0.105, 0.143], [0.132, -0.068, -0.096], [0.144, -0.097, 0.243]], "fmax_ev_per_a": 3.41, "total_charge": 1, "total_energy_ev": -48586.71379, "e_homo_ha": -0.46674, "homo_lumo_gap_ev": 8.88}

***

{"formula": "C43H40N5O2ReS", "method": "ωB97M-V/def2-TZVPD", "elements": ["Re", "C", "C", "C", "C", "C", "C", "C", "N", "C", "N", "C", "C", "C", "C", "C", "C", "C", "N", "C", "C", "C", "C", "C", "C", "C", "H", "H", "H", "H", "H", "H", "H", "H", "H", "H", "H", "H", "H", "H", "H", "H", "H", "H", "H", "H", "H", "H", "N", "S", "C", "C", "C", "C", "C", "C", "C", "C", "C", "C", "C", "C", "H", "H", "H", "H", "H", "H", "H", "H", "H", "H", "H", "C", "C", "C", "C", "C", "C", "C", "C", "N", "H", "H", "H", "H", "H", "H", "O", "C", "O", "H"], "coordinates": [[-2.07270, -1.50409, 0.22544], [-0.24850, -0.92019, 6.43257], [1.03930, -0.47899, 5.80294], [2.22311, -0.43466, 6.53090], [3.41434, -0.02594, 5.95266], [3.44136, 0.37216, 4.62543], [2.27268, 0.35675, 3.88080], [1.09211, -0.08486, 4.46498], [-0.12011, -0.09587, 3.71243], [-0.30859, -0.67626, 2.51546], [0.68130, -1.40707, 2.00002], [0.79854, -2.06914, 0.75813], [-0.19172, -1.92338, -0.24329], [0.11444, -2.41282, -1.52618], [1.28734, -3.16944, -1.70893], [2.18152, -3.35351, -0.68226], [1.98926, -2.77733, 0.57843], [3.02723, -2.91273, 1.65779], [-1.48419, -0.53264, 1.86967], [-2.50215, 0.24662, 2.55314], [-2.46237, 1.63588, 2.44050], [-3.44555, 2.41118, 3.03002], [-4.46747, 1.78990, 3.73769], [-4.48499, 0.41221, 3.85955], [-3.50628, -0.39330, 3.27756], [-3.54816, -1.88130, 3.47409], [-0.06825, -1.33694, 7.42026], [-0.75039, -1.67977, 5.83165], [-0.94235, -0.08460, 6.55551], [2.20748, -0.73773, 7.56899], [4.31950, -0.00871, 6.54233], [4.36109, 0.71477, 4.17340], [2.27358, 0.71469, 2.85908], [-0.94076, 0.31959, 4.13234], [1.49278, -1.49400, 2.59861], [-1.56434, -1.71697, -2.57484], [1.49675, -3.58136, -2.68716], [3.07695, -3.93406, -0.86055], [3.79497, -3.61874, 1.34915], [2.60945, -3.29018, 2.59467], [3.53590, -1.96837, 1.87298], [-1.66807, 2.09901, 1.87198], [-3.41586, 3.48694, 2.93163], [-5.24696, 2.38011, 4.19849], [-5.27365, -0.06252, 4.42779], [-4.31208, -2.13562, 4.20589], [-2.59417, -2.27379, 3.83229], [-3.79345, -2.42135, 2.55786], [-0.66328, -2.16789, -2.59806], [1.95847, -0.77826, -4.20314], [1.04985, 0.25335, -5.31999], [0.76016, 1.59492, -5.09742], [0.06237, 2.31585, -6.05147], [-0.39449, 1.70381, -7.20862], [-0.13152, 0.35125, -7.41797], [0.60264, -0.36489, -6.48829], [2.87179, 0.35587, -3.19320], [2.91836, 0.11923, -1.82364], [3.67127, 0.94420, -1.00119], [4.35827, 2.02374, -1.53342], [4.30607, 2.26219, -2.90174], [3.58034, 1.42536, -3.73132], [-0.43819, -2.66921, -3.43914], [1.10450, 2.08464, -4.19501], [-0.11226, 3.37406, -5.89345], [-0.93527, 2.27552, -7.94830], [-0.47161, -0.13744, -8.32071], [0.85006, -1.40192, -6.67471], [2.36449, -0.70980, -1.40653], [3.71557, 0.74307, 0.06195], [4.93679, 2.67417, -0.89197], [4.84532, 3.09601, -3.32779], [3.56158, 1.60267, -4.79870], [-2.88958, 0.12340, -0.71877], [-2.05767, 1.19251, -1.38172], [-2.54172, 1.80228, -2.54349], [-1.86268, 2.85480, -3.13162], [-0.66664, 3.29260, -2.58483], [-0.14238, 2.67063, -1.44945], [-0.84294, 1.63480, -0.85510], [0.06403, 4.35039, -3.21860], [0.65656, 5.18317, -3.74172], [-3.58790, -0.32461, -1.44071], [-3.48984, 0.56032, 0.10006], [-3.46797, 1.45606, -2.98227], [-2.25389, 3.32955, -4.02161], [0.80981, 2.99458, -1.05206], [-0.41968, 1.13847, 0.00651], [-3.81980, -2.46128, -2.55374], [-3.78202, -3.19608, -1.60755], [-3.06956, -2.96398, -0.50149], [-4.32526, -4.14969, -1.53993]], "atomic_forces_ev_per_a": [[-0.167, 0.518, -0.232], [-0.057, -0.019, 0.039], [0.110, -0.021, -0.067], [-0.015, -0.018, -0.017], [-0.005, 0.005, -0.012], [-0.015, 0.003, -0.030], [0.053, 0.048, 0.069], [-0.002, -0.032, 0.075], [-0.088, 0.050, -0.101], [0.005, -0.114, -0.151], [-0.099, -0.099, 0.209], [0.382, -0.005, 0.027], [-0.139, 0.154, 0.731], [0.488, -0.108, -0.410], [-0.011, 0.008, -0.059], [-0.213, 0.102, 0.172], [-0.255, 0.098, -0.198], [0.029, 0.008, 0.017], [-0.047, -0.280, 0.267], [0.093, 0.140, -0.091], [-0.067, -0.070, -0.030], [-0.003, -0.089, 0.007], [0.053, 0.055, -0.041], [-0.023, -0.018, 0.020], [-0.032, 0.061, 0.085], [0.003, -0.124, 0.034], [0.000, -0.006, 0.021], [-0.009, -0.022, -0.015], [-0.021, 0.019, -0.009], [0.001, -0.004, 0.044], [0.032, -0.001, 0.018], [0.033, 0.008, -0.008], [-0.025, 0.002, -0.046], [0.037, 0.028, -0.054], [-0.038, 0.006, -0.001], [0.097, -0.029, 0.111], [0.002, -0.018, -0.019], [0.040, -0.010, -0.007], [0.009, 0.000, -0.005], [-0.012, -0.024, 0.037], [-0.002, 0.042, 0.008], [0.061, 0.018, -0.056], [-0.003, 0.024, 0.004], [-0.014, 0.016, 0.013], [-0.038, -0.018, 0.015], [0.021, -0.021, 0.031], [0.016, 0.006, -0.015], [0.011, 0.013, -0.067], [-0.314, -0.345, -0.351], [0.124, 0.038, 0.016], [-0.016, 0.027, -0.146], [0.148, -0.153, 0.123], [-0.106, 0.116, -0.108], [0.062, -0.254, 0.000], [-0.037, 0.259, 0.042], [0.007, 0.062, 0.086], [-0.076, 0.006, 0.030], [-0.063, 0.031, -0.026], [0.017, 0.032, 0.023], [-0.002, 0.015, -0.027], [0.015, 0.006, 0.063], [0.060, -0.023, -0.062], [-0.104, 0.167, -0.136], [0.004, -0.064, -0.104], [-0.007, -0.033, 0.018], [-0.033, 0.018, -0.047], [-0.014, -0.001, -0.022], [0.009, -0.045, -0.007], [-0.045, -0.042, 0.023], [0.003, -0.006, 0.042], [0.018, 0.016, 0.014], [0.022, 0.045, -0.014], [-0.001, -0.002, 0.003], [0.340, 0.228, 0.038], [-0.158, 0.116, -0.138], [0.060, -0.038, 0.222], [-0.184, -0.114, -0.093], [0.176, -0.088, 0.314], [-0.144, -0.008, -0.113], [-0.026, -0.006, -0.170], [0.005, 0.068, 0.023], [0.073, 0.082, -0.056], [0.092, -0.013, -0.006], [-0.075, 0.040, -0.151], [-0.048, -0.004, 0.001], [0.016, -0.026, 0.005], [0.030, -0.005, 0.007], [0.041, -0.015, 0.092], [0.027, -0.057, 0.027], [-0.267, -0.063, -0.125], [0.123, -0.363, 0.423], [0.070, 0.113, -0.045]], "fmax_ev_per_a": 0.76, "total_charge": 1, "spin_multiplicity": 2, "total_energy_ev": -69745.69658, "e_homo_ha": [-0.35730, -0.35731], "homo_lumo_gap_ev": [5.77, 5.77]}

***

{"formula": "C4H4O", "method": "ωB97M-V/def2-TZVPD", "elements": ["C", "C", "C", "C", "O", "H", "H", "H", "H"], "coordinates": [[2.10034, -0.46167, 0.74302], [1.05846, -0.11533, 0.23541], [-0.14942, 0.48491, -0.33815], [-1.49547, -0.11884, -0.20129], [-1.04445, 0.91467, 0.65052], [3.02731, -0.75562, 1.19813], [-0.02934, 0.97127, -1.29242], [-1.15559, -1.11974, -0.13882], [-2.31184, 0.20036, -0.85640]], "atomic_forces_ev_per_a": [[-0.740, 0.190, -0.377], [0.591, -0.160, -0.056], [0.759, 0.540, -0.641], [0.654, 0.420, -1.020], [-0.276, -0.157, 0.372], [-0.370, 0.049, -0.171], [0.332, 1.101, 0.273], [-1.409, -1.562, 1.592], [0.459, -0.422, 0.028]], "fmax_ev_per_a": 2.64, "total_charge": 0, "smiles": "C#C[C@H]1CO1", "total_energy_ev": -6255.92246, "e_homo_ha": -0.36289, "homo_lumo_gap_ev": 10.93}

***

{"formula": "C11H15N", "method": "ωB97M-V/def2-TZVPD", "elements": ["C", "C", "C", "N", "C", "C", "C", "C", "C", "C", "H", "H", "H", "H", "H", "H", "H", "H", "H", "C", "C", "H", "H", "H", "H", "H", "H"], "coordinates": [[-0.08388, -3.42068, 1.38298], [-0.57146, -2.49678, 0.31121], [-1.34796, -2.75456, -0.79073], [-1.04530, -1.89816, -1.80041], [-0.19786, -0.88641, -1.23627], [0.37998, 0.31401, -1.74939], [1.11023, 1.13685, -0.93282], [1.39970, 0.64533, 0.34227], [1.16959, -0.64423, 0.76033], [0.24905, -1.36262, 0.05865], [0.55457, -4.16933, 0.85822], [-1.06537, -3.97476, 1.65355], [0.39602, -2.92644, 2.16758], [-2.19100, -3.43161, -0.69760], [-1.60392, -1.73499, -2.69864], [0.14171, 0.43935, -2.74732], [1.31985, 2.14548, -1.05600], [1.68234, 1.29306, 1.14303], [1.69878, -1.06059, 1.59037], [-0.20277, 3.87360, 1.16522], [-0.52280, 5.35006, 1.40574], [0.43759, 3.78886, 0.27733], [0.57863, 3.68378, 2.12826], [-0.98931, 3.30966, 1.34896], [-0.81725, 5.97197, 0.50040], [0.36577, 5.82562, 1.80604], [-1.48216, 5.59976, 2.02561]], "atomic_forces_ev_per_a": [[-3.670, -2.638, -2.040], [1.978, -0.401, -0.064], [-0.088, -0.559, 2.059], [-0.450, 2.823, -1.679], [1.800, 0.061, 0.537], [-1.356, -2.354, 0.448], [-0.900, -1.792, 1.744], [0.396, 0.144, 0.459], [0.114, 0.366, -0.036], [-2.440, -0.063, -3.217], [-0.130, 0.482, 0.830], [1.883, 0.434, 0.536], [0.541, 0.529, 1.326], [0.230, -0.126, -0.982], [1.065, -0.391, 2.262], [-0.224, 1.186, -2.007], [0.403, 1.536, -1.046], [1.070, 0.664, -0.015], [-0.210, 0.067, 0.857], [6.050, 3.529, 2.787], [-2.283, 1.927, -0.646], [-0.765, -0.570, 0.157], [-1.989, -0.139, -2.581], [-3.447, -3.134, -0.071], [0.659, -1.057, 0.469], [-0.238, 0.396, 0.294], [2.001, -0.918, -0.382]], "fmax_ev_per_a": 7.54, "total_charge": 0, "smiles": "Cc1c[nH]c2ccccc12.CC", "total_energy_ev": -13137.73930, "e_homo_ha": -0.28172, "homo_lumo_gap_ev": 8.58}